# C52H118BN2O20Ti

A structure of composition C52H118BN2O20Ti at a distorted geometry (the ωB97M-V functional and the def2-TZVPD basis, the Open Molecules 2025 dataset).

CARTESIAN COORDINATES (ANGSTROEM)
Ti -3.356 -4.261 5.994
O 1.670 -2.199 0.206
C 1.100 -1.175 0.705
O 0.999 -0.039 0.159
B -0.092 0.720 0.823
O -0.278 -0.005 2.086
C 0.340 -1.122 2.056
O 0.334 -1.960 2.931
O -1.307 0.933 0.129
C -1.672 2.190 0.061
O -2.729 2.683 -0.285
C -0.444 3.031 0.784
O 0.460 2.099 1.033
O -0.466 4.272 0.911
C -8.863 7.663 1.008
C -8.681 7.886 2.570
C -7.963 9.264 2.914
O -10.000 7.860 3.092
H -7.951 7.323 0.517
H -9.040 8.575 0.438
H -9.550 6.849 0.779
H -8.100 7.052 2.964
H -8.588 10.154 2.837
H -7.113 9.355 2.239
H -7.581 9.205 3.933
H -9.920 8.269 3.957
C -8.308 2.860 -4.918
C -9.748 2.530 -5.455
C -9.939 2.049 -6.893
O -10.109 1.652 -4.527
H -8.445 3.550 -4.085
H -7.753 3.419 -5.671
H -7.616 2.036 -4.747
H -10.212 3.505 -5.311
H -9.772 0.988 -7.081
H -9.118 2.556 -7.399
H -10.888 2.376 -7.317
H -11.062 1.653 -4.411
C -0.174 -2.886 10.849
C -0.654 -4.200 10.269
C -0.415 -5.317 11.253
O -2.028 -4.230 10.059
H -0.628 -2.613 11.802
H -0.521 -2.204 10.073
H 0.914 -2.936 10.893
H -0.094 -4.298 9.339
H -0.933 -5.245 12.210
H 0.660 -5.427 11.398
H -0.834 -6.219 10.807
H -2.438 -3.725 10.764
C -0.460 4.566 7.088
C -1.349 5.621 7.749
C -2.518 6.025 6.806
O -1.948 5.150 8.917
H -0.221 4.882 6.072
H -0.921 3.580 7.036
H 0.470 4.551 7.656
H -0.781 6.537 7.910
H -3.158 6.746 7.315
H -3.010 5.193 6.301
H -2.227 6.740 6.036
H -2.476 4.387 8.671
C 6.495 8.956 4.483
C 6.063 7.824 3.578
C 4.788 7.084 3.890
O 6.084 8.332 2.329
H 7.572 9.109 4.401
H 6.156 8.871 5.516
H 6.183 9.926 4.095
H 6.886 7.111 3.627
H 4.782 6.604 4.869
H 4.522 6.371 3.110
H 3.971 7.806 3.895
H 5.245 8.758 2.136
C 2.235 10.404 -2.140
C 1.641 11.263 -1.055
C 0.131 11.434 -1.240
O 1.897 10.577 0.142
H 2.043 9.344 -2.303
H 3.323 10.351 -2.150
H 1.976 11.029 -2.995
H 2.149 12.226 -1.097
H -0.263 10.432 -1.073
H -0.175 11.720 -2.246
H -0.406 12.100 -0.565
H 1.115 10.060 0.350
C 6.011 -10.786 -0.741
C 4.992 -9.642 -1.050
C 3.557 -10.325 -0.871
O 5.168 -8.677 -0.144
H 7.051 -10.583 -0.999
H 5.734 -11.620 -1.385
H 5.902 -11.225 0.251
H 5.038 -9.290 -2.080
H 3.370 -10.349 0.202
H 3.646 -11.362 -1.195
H 2.686 -9.947 -1.406
H 4.299 -8.282 -0.043
C -6.077 0.335 3.404
C -7.206 -0.218 4.312
C -8.319 -0.980 3.516
O -6.621 -1.022 5.343
H -6.589 0.869 2.604
H -5.489 -0.371 2.816
H -5.563 1.123 3.954
H -7.457 0.645 4.929
H -8.122 -2.035 3.330
H -8.468 -0.577 2.514
H -9.229 -1.075 4.110
H -7.277 -1.193 6.023
C 8.439 1.559 2.895
C 7.454 1.464 3.996
C 6.442 0.360 3.656
O 8.140 1.043 5.180
H 9.375 2.042 3.171
H 7.971 2.210 2.156
H 8.562 0.574 2.444
H 7.021 2.457 4.116
H 7.017 -0.564 3.586
H 5.858 0.647 2.782
H 5.702 0.296 4.454
H 8.656 0.271 4.939
C 5.257 4.091 -2.717
C 6.536 4.659 -3.294
C 7.277 3.761 -4.285
O 6.234 5.897 -3.823
H 5.501 3.516 -1.824
H 4.660 3.522 -3.430
H 4.563 4.822 -2.304
H 7.144 4.814 -2.403
H 7.268 2.762 -3.849
H 8.296 4.118 -4.435
H 6.862 3.612 -5.282
H 5.511 5.793 -4.446
C 8.169 -5.226 -5.694
C 8.053 -3.656 -5.776
C 8.320 -3.153 -7.190
C 7.115 -3.623 -8.183
C 5.708 -3.185 -7.635
C 5.473 -3.219 -6.049
N 6.732 -3.113 -5.238
O 6.625 -3.284 -3.843
C 4.672 -1.945 -5.694
C 4.703 -4.510 -5.762
C 9.123 -2.970 -4.865
H 7.303 -5.754 -6.093
H 8.126 -5.480 -4.635
H 9.006 -5.823 -6.057
H 8.477 -2.075 -7.216
H 9.231 -3.695 -7.443
H 7.193 -4.710 -8.172
H 7.337 -3.358 -9.217
H 4.858 -3.615 -8.166
H 5.709 -2.130 -7.907
H 3.957 -1.583 -6.432
H 4.011 -2.133 -4.848
H 5.252 -1.078 -5.379
H 4.419 -4.466 -4.711
H 3.836 -4.383 -6.410
H 5.147 -5.475 -6.009
H 10.120 -2.758 -5.252
H 9.350 -3.499 -3.940
H 8.759 -1.996 -4.538
H 6.560 -4.230 -3.692
C -3.268 -6.668 -2.166
C -4.651 -6.544 -2.828
C -4.703 -7.863 -3.630
C -6.157 -8.265 -4.149
C -6.953 -8.409 -2.908
C -7.038 -7.115 -2.091
N -5.698 -6.674 -1.817
O -5.631 -5.527 -1.036
C -7.897 -6.107 -2.946
C -7.635 -7.545 -0.707
C -4.795 -5.291 -3.801
H -3.069 -7.591 -1.621
H -3.144 -5.850 -1.457
H -2.466 -6.425 -2.864
H -4.014 -7.867 -4.474
H -4.411 -8.618 -2.899
H -6.229 -9.271 -4.562
H -6.605 -7.511 -4.796
H -6.410 -9.228 -2.436
H -7.947 -8.850 -2.988
H -7.562 -5.879 -3.958
H -8.919 -6.398 -3.189
H -7.739 -5.127 -2.495
H -6.998 -8.199 -0.111
H -7.742 -6.610 -0.157
H -8.597 -8.044 -0.828
H -4.138 -5.280 -4.670
H -4.574 -4.372 -3.258
H -5.824 -5.089 -4.100
H -6.223 -4.962 -1.538

## Properties
**DFT total energy**: -123548.08076 eV
**Spin multiplicity**: 4
**LUMO (spin up / spin down)**: -3.6 / -3.3 eV
**Expectation value of S²**: 3.7505
**Charge**: 0
**Kohn-Sham gap (spin up / spin down)**: 0.159 / 0.170 Ha

Here are the Mulliken charges for atoms 1 to 6, given in e: 0.999 -0.695 0.626 -0.419 1.055 -0.500